# C22H30Cl12N3O3

A 5-piece molecular cluster, C22H30Cl12N3O3 overall at a distorted geometry (wB97M-V/def2-TZVPD, OMol25).

Geometry as XYZ:
```
70
C22H30Cl12N3O3, DFT wB97M-V/def2-TZVPD
C 2.628 -2.823 1.692
C 0.980 -2.572 1.553
O 0.230 -3.511 2.195
N 0.424 -1.428 0.739
C -0.496 -1.874 -0.371
C -1.763 -2.908 -0.253
O -0.227 -1.414 -1.625
C -0.139 -0.308 1.577
C -1.461 -0.782 2.468
C -1.410 -1.404 3.984
C -2.689 -1.882 4.870
N -4.067 -1.774 4.311
C -4.174 -1.170 2.953
C -3.035 -0.631 1.919
C 0.930 0.301 2.700
C 2.066 1.296 2.066
C 3.323 0.482 1.321
C 2.792 2.035 3.381
N 1.537 2.427 1.216
O 0.944 3.279 2.070
C 0.542 1.980 0.170
C -0.224 3.381 -0.334
C 1.270 1.403 -1.222
C -0.658 1.006 0.716
H 3.117 -2.614 0.649
H 3.032 -2.113 2.558
H 2.828 -3.926 2.051
H -2.633 -2.608 -1.002
H -1.355 -3.983 -0.574
H -2.156 -3.056 0.857
H -0.336 -1.545 4.474
H -2.503 -2.352 5.950
H -5.291 -1.082 2.533
H -3.287 -0.179 0.844
H 1.378 -0.529 3.407
H 0.255 0.983 3.411
H 4.078 1.218 0.790
H 3.956 -0.131 2.123
H 2.956 -0.303 0.535
H 2.039 2.243 4.252
H 3.362 3.019 3.020
H 3.645 1.299 3.740
H -1.119 3.674 0.361
H -0.572 3.313 -1.461
H 0.547 4.291 -0.303
H 1.665 0.307 -1.111
H 2.136 2.133 -1.591
H 0.435 1.472 -2.063
H -1.404 0.752 -0.149
H -1.280 1.660 1.497
C -1.048 6.862 -2.225
Cl -0.380 7.891 -0.946
Cl 0.251 6.030 -3.097
Cl -2.191 5.690 -1.546
H -1.586 7.497 -2.932
C -0.680 2.510 -4.852
Cl 0.933 1.899 -4.444
Cl -1.709 1.197 -5.449
Cl -1.422 3.293 -3.447
H -0.575 3.254 -5.646
C -1.499 -1.493 -8.442
Cl -1.159 -3.226 -8.589
Cl -1.741 -0.770 -10.042
Cl -2.918 -1.222 -7.416
H -0.637 -1.012 -7.973
C 1.104 -6.591 0.890
Cl 2.551 -7.467 1.415
Cl 1.196 -6.218 -0.840
Cl -0.356 -7.529 1.247
H 1.052 -5.649 1.442
```

## Properties
**HOMO-LUMO gap (alpha / beta)**: 8.34 / 8.31 eV
**Net charge**: 0
**Energy above the lowest of the compared OMol25 structures with the same formula, charge and spin**: 281.8 kcal/mol
**Multiplicity**: 2
**Calculated total energy**: -184165.8525 eV
**<S²>**: 0.7544
**HOMO energy (alpha / beta)**: -0.330 / -0.330 hartree